No. 1
Molecular formula: C4H6O2
Method: DFT, ωB97M-V/def2-TZVPD

ORCA input file:
```
! RIJCOSX wB97M-V def2-TZVPD def2/J DEFGRID3
* xyz 0 1
C -0.78 -0.62 0.03
C -0.02 0.34 -0.90
C 0.59 1.52 -0.15
O 1.67 1.98 -0.42
C 0.18 -1.24 1.03
O 0.18 -1.00 2.21
H -1.22 -1.43 -0.57
H -1.58 -0.12 0.59
H -0.69 0.75 -1.67
H 0.79 -0.16 -1.42
H -0.02 1.94 0.68
H 0.92 -1.94 0.59
*
```

***

No. 2
Molecular formula: C5H12N2
Method: DFT, ωB97M-V/def2-TZVPD

ORCA input file:
```
! RIJCOSX wB97M-V def2-TZVPD def2/J DEFGRID3
* xyz 0 1
C -0.82 -1.34 1.46
C -0.86 -0.71 0.05
C 0.58 -0.64 -0.54
C 1.69 0.30 0.02
C 1.59 1.69 -0.25
N 0.32 2.44 -0.36
N -1.75 -1.46 -0.94
H -1.76 -1.92 1.70
H -0.61 -0.56 2.20
H 0.13 -1.84 1.41
H -1.30 0.22 0.02
H 0.91 -1.64 -0.43
H 0.49 -0.46 -1.71
H 2.59 -0.25 0.45
H 2.48 2.31 -0.33
H -0.16 2.32 0.55
H 0.41 3.53 -0.50
H -1.35 -1.24 -1.86
H -2.58 -0.77 -0.92
*
```

***

No. 3
Molecular formula: C33H37IrN4O2S
Method: DFT, ωB97M-V/def2-TZVPD

ORCA input file:
```
! RIJCOSX wB97M-V def2-TZVPD def2/J DEFGRID3
* xyz 2 1
Ir 0.96 1.19 1.05
C -2.10 -4.30 -1.73
C -1.82 -3.06 -2.59
C -3.15 -2.47 -3.10
C -0.97 -3.46 -3.79
C -1.14 -2.01 -1.73
C -1.76 -1.55 -0.57
C -1.14 -0.61 0.23
N 0.07 -0.13 -0.09
C 0.68 -0.52 -1.23
C 0.10 -1.46 -2.04
C 1.92 0.21 -1.50
C 2.76 -0.01 -2.58
C 3.89 0.77 -2.76
C 4.12 1.77 -1.81
C 3.26 1.94 -0.75
N 2.18 1.17 -0.59
C 4.86 0.58 -3.92
C 6.23 0.20 -3.34
C 4.39 -0.52 -4.87
C 4.97 1.90 -4.70
H -2.56 -5.07 -2.35
H -2.78 -4.09 -0.91
H -1.18 -4.71 -1.32
H -3.67 -3.21 -3.70
H -2.98 -1.59 -3.72
H -3.81 -2.19 -2.28
H -1.50 -4.21 -4.37
H -0.02 -3.90 -3.49
H -0.77 -2.62 -4.46
H -2.73 -1.91 -0.26
H -1.58 -0.24 1.15
H 0.62 -1.76 -2.94
H 2.52 -0.80 -3.28
H 4.98 2.43 -1.88
H 3.42 2.71 0.00
H 6.18 -0.73 -2.78
H 6.63 0.98 -2.69
H 6.94 0.07 -4.16
H 4.34 -1.50 -4.38
H 5.11 -0.61 -5.69
H 3.42 -0.30 -5.31
H 5.37 2.71 -4.09
H 4.00 2.21 -5.09
H 5.64 1.76 -5.54
C -5.55 2.81 1.65
O -4.43 2.49 2.48
C -4.08 1.19 2.62
C -4.71 0.12 1.99
C -4.30 -1.17 2.28
C -3.27 -1.41 3.18
C -2.63 -0.35 3.80
C -3.03 0.95 3.51
N -2.54 2.09 4.19
C -1.48 2.30 4.89
C -0.29 1.49 4.99
C 0.34 1.40 6.23
C 1.48 0.64 6.40
C 2.02 -0.02 5.30
C 1.44 0.10 4.04
C 0.30 0.87 3.85
O -0.23 1.10 2.65
H -5.66 3.89 1.72
H -6.45 2.32 2.02
H -5.36 2.52 0.62
H -5.53 0.29 1.31
H -4.81 -2.00 1.82
H -2.98 -2.43 3.43
H -1.85 -0.53 4.53
H -3.20 2.87 4.13
H -1.50 3.22 5.47
H -0.09 1.92 7.08
H 1.94 0.55 7.37
H 2.91 -0.63 5.42
H 1.88 -0.42 3.19
S 0.15 3.08 0.14
C -0.83 3.65 1.40
N -1.53 4.05 2.23
*
```

***

Calculated calculated total energy (hartree), listed in the same order as above: -306.4656 -307.1217 -2151.2225
Calculated LUMO energy (eV), listed in the same order as above: 0.7 0.8 -7.2
Calculated relative energy (zero: lowest compared OMol25 entry of this formula, charge and spin) (kJ/mol), listed in the same order as above: 106.86 282.55 59.97